# 1
{"formula": "C19H25AsF6I2N4OSY", "method": "wB97M-V/def2-TZVPD", "multiplicity": 2, "homo_energy_ev": [-13.988, -14.233], "energy_ev": -133334.751, "gap_ev": [9.00, 5.78], "lumo_energy_ev": [-4.98, -8.46], "charge": 2, "symbols": ["Y", "I", "C", "C", "C", "I", "C", "O", "C", "C", "N", "C", "C", "C", "C", "C", "C", "N", "C", "H", "H", "H", "H", "H", "H", "H", "H", "H", "H", "H", "C", "C", "N", "C", "C", "S", "C", "C", "N", "H", "H", "H", "H", "H", "H", "H", "H", "H", "H", "H", "H", "H", "H", "F", "As", "F", "F", "F", "F", "F"], "xyz": [[-0.5850, 0.0305, -0.1504], [4.1354, 0.2293, 6.2482], [2.7429, -0.1171, 4.8063], [1.3895, -0.2404, 5.1480], [0.4449, -0.4696, 4.1773], [-1.5401, -0.6607, 4.6491], [0.8502, -0.5746, 2.7953], [0.0028, -0.7587, 1.8722], [2.2516, -0.4702, 2.4654], [2.6685, -0.6779, 1.0338], [1.9713, 0.2231, 0.0855], [2.2891, 1.6339, 0.3715], [1.5608, 2.5472, -0.5769], [2.0060, 3.8428, -0.7816], [1.3033, 4.6608, -1.6476], [0.1785, 4.1534, -2.2849], [-0.2074, 2.8592, -2.0065], [0.4609, 2.0599, -1.1591], [3.1589, -0.2405, 3.4519], [1.0934, -0.1541, 6.1844], [2.4549, -1.7072, 0.7361], [3.7526, -0.5469, 0.9629], [2.3342, 0.0213, -0.8450], [3.3663, 1.8191, 0.3159], [1.9808, 1.8530, 1.3980], [2.8927, 4.1974, -0.2740], [1.6282, 5.6761, -1.8301], [-0.3951, 4.7518, -2.9770], [-1.0945, 2.4453, -2.4673], [4.2141, -0.1597, 3.2222], [-2.4353, -2.5746, -0.1736], [-1.1706, -3.3328, -0.5400], [0.0168, -2.4341, -0.5669], [0.8896, -2.6798, -1.7342], [0.2661, -2.2241, -3.0462], [-0.2900, -0.4941, -2.9855], [-2.0760, -0.6078, -3.3125], [-2.8260, -1.5573, -2.3946], [-2.5388, -1.3260, -0.9611], [-3.3074, -3.2191, -0.3171], [-2.4172, -2.2928, 0.8832], [-1.0187, -4.1486, 0.1676], [-1.2725, -3.7998, -1.5188], [0.5603, -2.6336, 0.2672], [1.8266, -2.1414, -1.5714], [1.1519, -3.7397, -1.8186], [1.0028, -2.3122, -3.8434], [-0.5768, -2.8486, -3.3356], [-2.4356, 0.4170, -3.1964], [-2.2292, -0.8820, -4.3560], [-3.8963, -1.4580, -2.5885], [-2.5762, -2.5880, -2.6421], [-3.3029, -0.7824, -0.5692], [-2.3571, 1.4797, -0.6171], [-2.7613, 2.0117, 1.0998], [-4.4067, 1.8644, 0.7469], [-2.6228, 3.6255, 0.6184], [-2.9390, 2.3006, 2.7504], [-2.6086, 0.2446, 1.3620], [-0.9588, 1.9064, 1.2695]], "forces_ev_per_angstrom": [[0.23, -0.15, -0.03], [0.06, 0.01, 0.06], [-0.10, -0.04, -0.12], [-0.06, 0.00, 0.04], [0.18, 0.02, 0.10], [-0.06, -0.01, 0.02], [-0.08, -0.02, -0.19], [0.00, -0.14, 0.11], [0.00, 0.00, 0.02], [0.06, 0.03, -0.01], [-0.06, -0.06, 0.01], [-0.04, 0.06, 0.01], [0.07, 0.05, 0.15], [0.00, -0.04, -0.11], [-0.05, -0.01, -0.03], [0.03, -0.04, 0.04], [0.04, 0.05, -0.03], [-0.13, 0.10, -0.04], [0.02, -0.01, -0.01], [-0.02, 0.00, 0.00], [0.00, -0.01, 0.01], [-0.02, 0.01, 0.00], [0.02, 0.02, 0.02], [-0.01, 0.00, 0.01], [-0.02, 0.00, -0.02], [0.02, -0.01, -0.01], [0.00, 0.00, 0.00], [-0.01, 0.00, 0.00], [0.00, 0.00, 0.00], [0.00, 0.00, -0.02], [-0.04, 0.04, 0.05], [0.00, -0.02, 0.00], [0.01, 0.04, 0.03], [0.03, -0.02, 0.02], [0.02, -0.07, 0.00], [0.01, 0.02, -0.06], [-0.06, 0.02, -0.02], [-0.02, -0.04, 0.02], [0.00, 0.00, 0.03], [0.02, -0.01, 0.01], [0.02, 0.00, -0.01], [-0.01, 0.00, 0.00], [-0.01, 0.00, 0.00], [-0.01, 0.00, -0.01], [-0.01, 0.01, -0.01], [-0.02, 0.01, -0.01], [0.00, 0.02, 0.01], [-0.01, 0.01, 0.01], [0.01, -0.01, 0.02], [0.02, -0.01, 0.01], [0.01, 0.01, -0.01], [0.00, 0.01, 0.00], [0.00, -0.02, -0.01], [-0.09, 0.18, -0.06], [-0.02, 0.03, 0.10], [0.13, -0.07, -0.01], [0.03, -0.14, 0.03], [0.04, -0.01, -0.10], [-0.10, 0.05, -0.07], [0.00, 0.12, 0.06]], "nbo_charge": [1.94, 0.41, -0.12, -0.26, -0.22, 0.35, 0.50, -0.75, -0.10, -0.23, -0.68, -0.26, 0.22, -0.23, -0.10, -0.23, 0.09, -0.58, -0.19, 0.26, 0.21, 0.22, 0.40, 0.22, 0.24, 0.24, 0.25, 0.25, 0.21, 0.25, -0.23, -0.24, -0.71, -0.22, -0.54, 0.23, -0.51, -0.24, -0.71, 0.23, 0.23, 0.24, 0.21, 0.40, 0.20, 0.22, 0.27, 0.24, 0.25, 0.26, 0.24, 0.21, 0.42, -0.65, 2.86, -0.57, -0.56, -0.56, -0.62, -0.63]}

***

# 2
{"formula": "C37H51AsIrN8O6S2Si2", "method": "wB97M-V/def2-TZVPD", "multiplicity": 2, "homo_energy_ev": [-13.046, -13.063], "energy_ev": -164494.161, "gap_ev": [6.40, 6.39], "lumo_energy_ev": [-6.64, -6.67], "charge": 2, "symbols": ["Ir", "C", "N", "C", "C", "N", "C", "C", "C", "C", "C", "C", "N", "C", "N", "C", "C", "C", "C", "C", "C", "N", "H", "H", "H", "H", "H", "H", "H", "H", "H", "H", "H", "H", "H", "H", "H", "O", "C", "O", "C", "C", "C", "C", "S", "C", "C", "H", "H", "H", "H", "H", "C", "Si", "C", "C", "As", "Si", "C", "C", "C", "H", "H", "H", "H", "H", "H", "H", "H", "H", "H", "H", "H", "H", "H", "H", "H", "H", "H", "C", "C", "S", "O", "O", "C", "C", "N", "C", "N", "C", "C", "N", "O", "O", "C", "H", "H", "H", "H", "H", "H", "H", "H", "H", "H", "H", "H", "H"], "xyz": [[-0.7780, -0.9928, -0.5684], [-4.2786, -1.7098, -0.1040], [-3.5267, -2.4478, -1.0837], [-3.3245, -3.8536, -0.9173], [-1.8510, -4.1305, -0.9439], [-0.8789, -3.2412, -0.8352], [0.3065, -3.9991, -0.7061], [1.6216, -3.6384, -0.3962], [2.5668, -4.6432, -0.3156], [2.2368, -5.9885, -0.5225], [0.9354, -6.3688, -0.7736], [-0.0077, -5.3514, -0.8383], [-1.3825, -5.3895, -0.9802], [-3.9693, -0.2790, -0.3887], [-2.8625, 0.1124, -0.9885], [-3.0617, 1.4733, -1.2720], [-2.3234, 2.3622, -2.0500], [-2.7816, 3.6601, -2.1572], [-3.9692, 4.0721, -1.5326], [-4.7522, 3.1847, -0.8215], [-4.2772, 1.8823, -0.7222], [-4.8266, 0.7352, -0.1673], [-3.9328, -1.9754, 0.9000], [-5.3651, -1.8659, -0.1347], [-3.7700, -2.1844, -2.0279], [-3.8408, -4.4655, -1.6633], [-3.6896, -4.1817, 0.0602], [1.8851, -2.6197, -0.1521], [3.5860, -4.3929, -0.0528], [3.0078, -6.7426, -0.4478], [0.6616, -7.4087, -0.8897], [-1.9525, -6.2172, -1.0502], [-1.4400, 2.0376, -2.5786], [-2.2271, 4.3735, -2.7527], [-4.2984, 5.0958, -1.6472], [-5.6964, 3.4856, -0.3879], [-5.7472, 0.6443, 0.2314], [1.4901, 1.5337, 6.9500], [0.2420, 1.1613, 6.6091], [-0.6819, 1.4071, 7.3262], [0.0617, 0.4557, 5.2911], [1.0079, 0.4421, 4.2733], [0.7571, -0.2259, 3.0823], [-0.4427, -0.9010, 2.9151], [-0.7917, -1.9052, 1.5041], [-1.3919, -0.9017, 3.9397], [-1.1478, -0.2134, 5.1100], [2.1483, 1.1448, 6.3633], [1.9503, 0.9680, 4.3561], [1.4975, -0.2134, 2.2947], [-2.3222, -1.4410, 3.8115], [-1.8739, -0.1922, 5.9113], [3.2949, 0.3017, -0.3879], [3.1382, -0.4165, -2.1038], [4.2686, -1.8739, -2.3232], [3.3395, 0.7905, -3.5044], [0.8372, -1.2329, -2.2791], [0.5017, -2.6554, -4.1923], [-0.9748, -3.7659, -3.9944], [0.1633, -1.2983, -5.4276], [2.0399, -3.6220, -4.5706], [3.3106, 1.3925, -0.3949], [4.2316, -0.0449, 0.0547], [2.4815, -0.0095, 0.2698], [5.2899, -1.4980, -2.2043], [4.1991, -2.3184, -3.3136], [4.1148, -2.6543, -1.5801], [4.4095, 0.9892, -3.6169], [2.8503, 1.7482, -3.3323], [2.9895, 0.3760, -4.4515], [-1.8599, -3.2198, -3.6652], [-0.7762, -4.5914, -3.3111], [-1.1919, -4.1933, -4.9775], [-0.7405, -0.7409, -5.1757], [0.0179, -1.7423, -6.4165], [0.9911, -0.5916, -5.5093], [2.3583, -4.2351, -3.7254], [2.8638, -2.9752, -4.8700], [1.8313, -4.2918, -5.4096], [2.5841, 4.2562, 5.0512], [2.7759, 4.9331, 3.7054], [1.9520, 4.1096, 2.3688], [2.2378, 2.6919, 2.4025], [2.2305, 4.8417, 1.1585], [0.1936, 4.2989, 2.6938], [-0.5958, 4.2631, 1.3840], [-0.3244, 3.0896, 0.5439], [-0.8212, 1.8483, 0.7318], [-0.2746, 0.9901, -0.1404], [0.5937, 1.7282, -0.9089], [0.5599, 3.0094, -0.4996], [1.1486, 4.1158, -1.2152], [0.6279, 5.2026, -1.0982], [2.1893, 3.8762, -1.7864], [-1.9112, 1.6020, 1.7049], [3.2896, 4.6635, 5.7725], [2.7769, 3.1899, 4.9549], [1.5812, 4.4037, 5.4508], [3.8194, 4.9392, 3.3826], [2.4191, 5.9635, 3.6795], [0.0423, 5.2837, 3.1384], [-0.0974, 3.5334, 3.4131], [-0.3481, 5.1369, 0.7902], [-1.6648, 4.2853, 1.5888], [1.1168, 1.3429, -1.7588], [-2.7010, 2.3401, 1.5523], [-1.5531, 1.6752, 2.7322], [-2.3250, 0.6092, 1.5604]], "forces_ev_per_angstrom": [[0.26, -0.80, -0.06], [0.13, 0.01, 0.07], [-0.38, -0.15, -0.27], [0.22, 0.13, 0.10], [-0.03, 0.08, 0.06], [-0.08, 0.27, 0.06], [0.03, 0.01, -0.03], [-0.02, -0.01, -0.02], [0.00, 0.00, -0.01], [0.01, -0.01, 0.00], [-0.01, -0.01, 0.00], [0.02, 0.04, 0.05], [-0.04, -0.02, 0.01], [0.10, 0.05, 0.12], [-0.09, 0.04, -0.14], [0.02, -0.04, 0.00], [0.05, 0.02, 0.05], [0.01, 0.00, 0.00], [0.00, 0.01, -0.02], [-0.01, -0.01, 0.01], [0.01, 0.02, -0.04], [-0.05, 0.00, -0.04], [0.03, -0.04, -0.02], [0.00, 0.03, 0.02], [-0.01, -0.03, 0.04], [0.04, -0.01, -0.02], [-0.03, -0.02, 0.00], [0.02, 0.01, 0.01], [0.00, 0.01, 0.00], [0.00, 0.00, 0.00], [-0.01, 0.00, 0.00], [-0.01, 0.01, -0.01], [0.09, -0.02, 0.00], [-0.01, 0.00, 0.00], [0.00, 0.00, 0.00], [0.00, 0.00, 0.00], [-0.01, -0.01, -0.02], [0.03, 0.00, 0.00], [0.02, 0.05, -0.06], [-0.03, 0.05, -0.02], [-0.01, -0.07, 0.02], [0.02, 0.08, -0.03], [-0.04, 0.05, -0.01], [-0.03, 0.07, -0.04], [-0.11, 0.05, 0.12], [-0.03, 0.02, -0.04], [0.04, -0.04, 0.05], [0.02, -0.05, -0.01], [0.01, 0.05, 0.03], [0.02, 0.00, -0.02], [0.01, -0.01, 0.00], [-0.01, 0.00, -0.01], [0.04, 0.01, 0.02], [0.00, -0.04, 0.00], [0.00, 0.00, -0.02], [0.02, -0.02, -0.01], [-0.15, 0.28, -0.01], [0.06, 0.01, 0.02], [-0.03, 0.01, -0.01], [0.02, -0.01, -0.02], [-0.02, -0.04, 0.00], [0.00, 0.00, -0.01], [0.00, 0.01, -0.01], [0.00, -0.03, 0.02], [0.00, 0.00, 0.01], [0.01, -0.01, 0.00], [-0.02, -0.01, 0.01], [-0.01, 0.02, 0.01], [-0.05, 0.04, 0.02], [0.01, 0.01, 0.00], [0.01, 0.01, 0.00], [0.01, 0.02, -0.06], [-0.01, 0.00, 0.00], [0.00, 0.00, 0.00], [0.00, -0.01, 0.01], [-0.01, 0.00, 0.00], [0.01, 0.01, 0.01], [0.00, 0.00, -0.01], [0.00, 0.00, 0.00], [0.00, -0.01, -0.03], [-0.04, 0.04, 0.03], [0.08, 0.04, -0.07], [-0.02, -0.02, 0.03], [-0.01, -0.05, 0.10], [-0.02, -0.01, -0.04], [-0.04, 0.08, 0.04], [-0.05, 0.02, 0.03], [-0.03, 0.02, -0.03], [0.00, 0.19, 0.02], [-0.13, -0.03, -0.01], [-0.13, -0.11, -0.36], [0.75, 0.36, 1.18], [-0.31, -0.10, -0.54], [-0.22, -0.19, -0.49], [0.07, -0.05, 0.11], [-0.02, 0.02, 0.01], [0.02, -0.03, 0.07], [-0.02, -0.04, -0.01], [-0.01, -0.05, -0.02], [0.03, 0.01, 0.00], [-0.01, -0.02, 0.04], [0.00, -0.04, -0.04], [-0.04, -0.06, 0.00], [0.01, 0.00, 0.05], [0.02, -0.02, -0.03], [0.01, -0.02, 0.02], [-0.01, 0.00, 0.03], [0.04, -0.03, 0.03]], "lowdin_spin": [0.92, 0.00, 0.00, 0.00, 0.00, -0.01, -0.01, -0.02, 0.00, 0.00, 0.00, 0.00, 0.00, 0.01, 0.08, 0.01, 0.00, 0.00, 0.00, 0.00, 0.00, 0.00, 0.00, 0.00, 0.00, 0.00, 0.00, -0.01, 0.00, 0.00, 0.00, 0.00, 0.00, 0.00, 0.00, 0.00, 0.00, 0.00, 0.00, 0.00, 0.01, 0.00, 0.01, 0.04, 0.31, 0.02, 0.00, 0.00, 0.00, 0.00, 0.00, 0.00, 0.00, -0.02, 0.00, -0.01, -0.29, -0.01, 0.00, -0.01, 0.00, 0.00, 0.00, 0.00, 0.00, 0.00, 0.00, 0.00, 0.00, 0.00, 0.00, 0.00, 0.00, 0.00, 0.00, 0.00, 0.00, 0.00, 0.00, 0.00, 0.00, 0.00, 0.00, 0.00, 0.00, 0.00, 0.00, 0.00, 0.01, -0.01, 0.00, 0.00, 0.00, 0.00, 0.00, 0.00, 0.00, 0.00, 0.00, 0.00, 0.00, 0.00, 0.00, 0.00, -0.01, 0.00, 0.00, 0.00]}

***

no.,F_max (hartree/bohr)
1,0.0053
2,0.0281